Record 1
{
  "formula": "C31H24IMnN9O8",
  "method": "the ωB97M-V functional and the def2-TZVPD basis",
  "spin_multiplicity": 2,
  "orbital_gap_ha": [0.2675, 0.2459],
  "symbols": ["Mn", "N", "C", "N", "C", "N", "N", "C", "C", "C", "C", "C", "C", "N", "C", "C", "C", "C", "C", "C", "H", "H", "H", "H", "H", "H", "H", "H", "H", "H", "H", "C", "C", "N", "C", "C", "N", "C", "O", "O", "C", "O", "O", "H", "H", "H", "H", "H", "O", "C", "O", "C", "C", "C", "C", "O", "C", "O", "C", "C", "H", "H", "H", "H", "H", "I", "C", "C", "N", "N", "C", "H", "H", "H"],
  "coordinates": [[-1.02074, 0.54809, 0.47134], [0.82005, -1.53429, -2.80995], [-0.12545, -1.06716, -1.97721], [0.05472, -0.85582, -0.71840], [1.30925, -1.07592, -0.15464], [1.49664, -0.85002, 1.10189], [0.34809, -0.36535, 1.69013], [0.27245, -0.47797, 2.97095], [-1.02206, -0.21165, 3.58867], [-1.20628, -0.10468, 4.96459], [-2.49177, 0.06775, 5.44573], [-3.54787, 0.10634, 4.54609], [-3.26695, -0.00755, 3.19261], [-2.03721, -0.15238, 2.71873], [2.39141, -1.54644, -1.00965], [3.69702, -1.71849, -0.54582], [4.69052, -2.11988, -1.41221], [4.39614, -2.36134, -2.75451], [3.11426, -2.19041, -3.23417], [2.11596, -1.77341, -2.35856], [0.60829, -1.63494, -3.79001], [-1.09581, -0.84882, -2.40994], [1.11119, -0.85058, 3.55340], [-0.35668, -0.15196, 5.63319], [-2.67053, 0.16644, 6.50806], [-4.56840, 0.22780, 4.88056], [-4.06066, 0.02670, 2.45277], [3.90193, -1.51248, 0.49528], [5.70431, -2.24015, -1.05604], [5.18203, -2.67581, -3.42815], [2.88077, -2.35620, -4.27880], [-2.35306, -3.15529, 1.25391], [-3.02550, -2.22910, 0.30480], [-2.63782, -1.00001, 0.04080], [-3.51486, -0.49587, -0.88058], [-4.46962, -1.43073, -1.16943], [-4.13181, -2.52670, -0.41653], [-5.65730, -1.47499, -2.05773], [-5.95912, -0.36463, -2.68209], [-6.29108, -2.50491, -2.14268], [-3.27658, 0.88223, -1.40190], [-4.04909, 1.32661, -2.27252], [-2.27521, 1.45639, -0.90226], [-1.48945, -2.64409, 1.67254], [-2.01804, -4.06483, 0.75320], [-3.01971, -3.44121, 2.06893], [-4.66536, -3.38327, -0.43355], [-5.33317, 0.40748, -2.42120], [1.88612, 2.41352, 1.29775], [1.63891, 2.01073, 0.14269], [0.50574, 1.65314, -0.29647], [2.77457, 1.83794, -0.82189], [4.08068, 1.89391, -0.35954], [5.16002, 1.57208, -1.18606], [4.86061, 1.20344, -2.47378], [5.71315, 0.78441, -3.46100], [4.91853, 0.72327, -4.64209], [3.55100, 0.73256, -4.24711], [3.55689, 1.17335, -2.94482], [2.48935, 1.48381, -2.14837], [4.24272, 2.17085, 0.67268], [6.18028, 1.59481, -0.82985], [5.13667, -0.20085, -5.17556], [5.12436, 1.60058, -5.26605], [1.46592, 1.45237, -2.49661], [-3.90682, 4.93082, 3.77805], [-2.46013, 3.78560, 2.86241], [-1.09783, 3.81845, 3.07559], [-0.55375, 2.88455, 2.28634], [-1.48591, 2.25962, 1.55748], [-2.65072, 2.79511, 1.89507], [-0.49519, 4.44773, 3.70717], [0.46805, 2.69644, 2.06017], [-3.56109, 2.46529, 1.42415]]
}

Record 2
{
  "formula": "C31H24N2O",
  "method": "the ωB97M-V functional and the def2-TZVPD basis",
  "orbital_gap_ha": 0.1886,
  "symbols": ["C", "N", "C", "C", "C", "C", "C", "C", "C", "C", "C", "C", "C", "C", "C", "C", "C", "H", "H", "H", "H", "H", "H", "H", "H", "H", "H", "H", "H", "H", "H", "C", "C", "C", "C", "C", "C", "O", "C", "C", "C", "C", "C", "C", "C", "N", "C", "C", "H", "H", "H", "H", "H", "H", "H", "H", "H", "H"],
  "coordinates": [[4.08887, 0.71609, 2.53291], [2.67196, 0.39897, 2.51261], [1.70831, 1.14302, 1.91881], [0.42731, 0.54364, 2.11976], [-0.76932, 0.97332, 1.61644], [-2.01249, 0.29799, 1.91250], [-2.33928, -0.97029, 1.35397], [-3.47720, -1.66366, 1.75427], [-4.33393, -1.11635, 2.71994], [-4.07178, 0.16132, 3.23212], [-2.94533, 0.86589, 2.81997], [0.69897, -0.63568, 2.97771], [-0.09212, -1.56863, 3.62608], [0.51933, -2.58418, 4.38409], [1.91516, -2.64290, 4.52634], [2.73185, -1.67839, 3.91359], [2.09680, -0.69959, 3.15999], [4.66506, -0.21374, 2.54667], [4.32944, 1.29989, 1.63852], [4.36280, 1.30457, 3.42033], [1.94794, 2.04113, 1.36153], [-0.75822, 1.84139, 0.82546], [-1.65229, -1.39820, 0.61903], [-3.69058, -2.64422, 1.32158], [-5.20046, -1.68077, 3.06691], [-4.74366, 0.61197, 3.96504], [-2.71932, 1.85546, 3.22857], [-1.17279, -1.49496, 3.54240], [-0.10388, -3.33532, 4.87115], [2.36506, -3.43728, 5.12103], [3.81698, -1.67469, 4.00428], [-4.50188, 3.56703, -1.89828], [-3.30047, 3.20505, -2.51414], [-2.17365, 2.93346, -1.73992], [-2.20313, 3.14970, -0.34983], [-0.94070, 3.03382, 0.46056], [0.22518, 3.41953, -0.40985], [1.14152, 2.61565, -0.58944], [0.24321, 4.73761, -1.12066], [-0.69065, 5.76861, -0.92490], [-0.74416, 6.84920, -1.80637], [0.16573, 6.93735, -2.86485], [1.15398, 5.95555, -3.01724], [1.21259, 4.88377, -2.13194], [-0.95676, 3.96851, 1.54122], [-0.95863, 4.66477, 2.48135], [-3.43163, 3.42251, 0.27056], [-4.57679, 3.63040, -0.50482], [-5.38081, 3.78242, -2.50750], [-3.23033, 3.13032, -3.60115], [-1.24547, 2.60158, -2.21690], [-1.38954, 5.70663, -0.09196], [-1.50566, 7.61770, -1.66204], [0.11266, 7.77262, -3.56514], [1.88162, 6.01766, -3.82751], [1.98331, 4.11761, -2.23693], [-3.48582, 3.48802, 1.36149], [-5.52018, 3.85480, -0.00423]]
}

Record 3
{
  "formula": "C31H24N2O2PtSe",
  "method": "the ωB97M-V functional and the def2-TZVPD basis",
  "charge": -2,
  "orbital_gap_ha": 0.1615,
  "symbols": ["Pt", "O", "C", "C", "C", "C", "C", "C", "C", "N", "C", "C", "N", "C", "C", "C", "C", "C", "C", "C", "O", "H", "H", "H", "H", "H", "H", "H", "H", "H", "H", "H", "H", "H", "H", "Se", "C", "C", "C", "C", "C", "C", "C", "C", "C", "C", "C", "C", "C", "C", "C", "H", "H", "H", "H", "H", "H", "H", "H", "H", "H"],
  "coordinates": [[0.54008, -0.48771, 0.07292], [1.15630, -2.08578, -1.30204], [0.37247, -2.79085, -1.99877], [0.87879, -3.42698, -3.19661], [0.08266, -4.16329, -4.02020], [-1.28919, -4.37600, -3.73798], [-1.79175, -3.82808, -2.58566], [-1.01173, -3.05700, -1.70804], [-1.65815, -2.56652, -0.51165], [-1.10280, -1.87952, 0.40779], [-1.89600, -1.46477, 1.55542], [-0.97110, -0.79279, 2.56293], [-0.30537, 0.30185, 1.87639], [0.12840, 1.30948, 2.56088], [0.56873, 2.56783, 2.05879], [1.06846, 3.50025, 2.99321], [1.37201, 4.79152, 2.66054], [1.15194, 5.20089, 1.31111], [0.69677, 4.34140, 0.36732], [0.40423, 2.93032, 0.65636], [0.02170, 2.15117, -0.22226], [1.92584, -3.25822, -3.41471], [0.51188, -4.59658, -4.91903], [-1.91705, -4.95009, -4.40651], [-2.83408, -3.99384, -2.32283], [-2.71384, -2.86184, -0.39448], [-2.40027, -2.32573, 2.01037], [-2.65780, -0.74122, 1.24740], [-0.24020, -1.52018, 2.93402], [-1.56346, -0.42616, 3.40983], [0.09431, 1.23682, 3.65868], [1.22747, 3.15876, 4.01378], [1.77014, 5.47976, 3.39568], [1.35642, 6.23249, 1.03339], [0.54291, 4.65608, -0.65842], [2.78057, 0.77964, -1.70724], [2.52544, 0.08566, 0.00520], [2.98008, -0.33427, 1.12280], [3.45610, -0.81887, 2.28214], [3.66484, 0.10948, 3.41761], [3.71074, -0.30422, 4.75590], [3.89276, 0.60358, 5.79345], [4.01881, 1.96054, 5.53306], [3.93238, 2.39326, 4.21158], [3.76040, 1.48988, 3.17920], [3.73198, -2.27163, 2.37760], [4.71224, -2.81804, 3.21522], [4.93869, -4.18789, 3.27110], [4.20138, -5.05769, 2.47889], [3.25476, -4.52589, 1.60788], [3.02340, -3.16130, 1.55376], [3.57079, -1.35158, 4.99154], [3.92058, 0.24256, 6.81672], [4.16192, 2.66905, 6.34084], [3.99462, 3.45030, 3.97997], [3.68809, 1.83825, 2.15520], [5.32492, -2.15650, 3.81514], [5.70666, -4.57456, 3.93332], [4.36421, -6.12810, 2.53428], [2.68701, -5.18032, 0.95539], [2.28885, -2.75749, 0.86520]]
}

For the records above, the corresponding energy above the lowest of the compared OMol25 structures with the same formula, charge and spin values read 65.43 112.85 0.00 kJ/mol.